Entry 1:
This record from the OMol25 dataset describes a cluster of 15 separate species, C25H47Cl28NO3 in total at a distorted geometry. The level of theory is ωB97M-V/def2-TZVPD.

```
104
Properties=species:S:1:pos:R:3:forces:R:3:mulliken_charge:R:1
Cl 6.72560 0.31229 -0.17812 -0.002 -0.082 -0.056 -0.1144
Cl -0.85565 -2.30581 5.94159 0.088 -0.068 0.255 -0.2295
Cl 2.98275 -4.56539 7.93108 -0.098 -0.058 0.011 -0.1561
Cl 2.44047 -0.38024 -3.98509 0.179 -0.073 -0.108 -0.0754
Cl 0.53882 9.87572 -1.93675 -0.017 -0.066 0.084 -0.1575
Cl 4.17408 3.90664 -2.15727 0.091 0.062 -0.104 -0.1394
Cl 11.24351 -2.00974 2.44457 -0.012 -0.091 -0.036 -0.1508
Cl 3.14286 -1.69893 8.43802 -0.098 0.055 0.030 -0.1524
Cl 6.87984 4.97334 -1.95649 -0.010 0.102 0.049 -0.1618
Cl -4.02400 0.98985 7.77652 -0.058 -0.053 0.150 -0.1885
Cl -8.46420 -3.88908 -0.57691 -0.044 -0.061 -0.023 -0.1721
Cl -3.05862 -1.36806 -4.36081 -0.045 -0.082 -0.023 -0.1264
Cl -3.62666 1.30455 -5.37752 -0.086 0.041 -0.036 -0.1413
Cl 11.59556 -0.62310 -0.09562 0.032 -0.006 -0.123 -0.1455
Cl 9.30714 -4.90145 -1.12229 -0.064 0.100 -0.105 -0.1457
Cl -3.18404 0.93161 4.98540 0.031 -0.144 0.058 -0.1064
Cl -0.15881 6.21866 -1.51363 -0.057 0.033 -0.028 -0.1734
Cl 2.84119 -4.67513 -0.98000 0.135 -0.216 -0.050 -0.1528
Cl -12.54084 -1.75392 0.61383 -0.351 0.206 0.108 -0.1443
Cl 4.87614 -5.93591 0.68392 0.035 -0.008 0.122 -0.1899
Cl -1.10738 -3.48160 3.28576 -0.003 0.042 -0.012 -0.1955
Cl 1.87614 4.95787 0.15030 0.388 0.618 0.274 -0.1308
Cl -8.78186 -1.00258 -0.83472 -0.249 0.185 -0.027 -0.1648
Cl 0.11566 10.43523 -4.76644 -0.064 -0.073 -0.031 -0.1603
Cl 9.28693 -7.62944 -0.09422 -0.094 -0.037 -0.037 -0.1599
Cl 8.05678 2.57849 1.08346 0.097 0.013 0.018 -0.1649
Cl -12.70095 -4.62039 0.10689 -0.057 -0.025 0.001 -0.1398
Cl 1.10929 -2.64644 -5.24666 0.050 -0.077 -0.014 -0.1468
O -3.11203 1.96696 0.72865 -2.199 -4.570 -1.782 -0.3030
O -3.35656 -0.11415 2.04471 -2.680 5.172 -6.871 -0.4621
O 0.64893 -0.73149 1.55563 4.319 0.608 -6.732 -0.5452
N 2.25843 0.42734 -0.02105 -1.990 -1.323 0.526 -0.1623
C 8.27850 1.01159 0.29552 0.338 -0.169 -0.045 -0.0835
C -4.95650 0.26428 -0.08363 0.039 0.261 -1.746 0.4993
C 1.02984 -1.96733 -0.65861 0.475 0.879 0.097 -0.4201
C 2.08536 -3.11493 8.39554 -0.388 0.016 0.078 0.2917
C -0.25609 9.34637 -3.42429 -0.230 -0.323 -0.099 -0.1681
C -4.19622 -0.36551 -5.26944 -0.308 -0.148 -0.113 -0.3092
C -3.42891 2.21904 -0.70997 -2.019 3.657 -1.652 -0.0055
C -3.44605 -0.02446 6.44911 0.100 -0.259 -0.002 -0.0474
C 1.66588 1.40198 -1.01422 0.046 0.596 -0.608 1.0681
C 0.26975 2.13486 -0.48374 0.103 0.075 -0.922 1.0379
C -4.41395 1.09798 -1.42102 2.207 -1.561 1.141 -0.3675
C -3.75869 0.64643 1.01083 1.911 -2.744 4.538 0.1789
C 2.66220 -1.94714 -4.77302 0.317 -0.177 -0.096 -0.3224
C 8.39685 -6.41331 -1.01815 -0.383 -0.172 -0.082 0.1656
C 0.70812 6.27900 0.02574 -0.033 0.306 0.391 -0.3322
C -13.59833 -3.16993 0.57135 -0.411 -0.067 0.085 -0.2277
C -1.08483 -1.98054 4.21914 -0.041 0.444 -0.569 0.3164
C 1.30201 -0.67908 0.36493 -2.693 -0.526 4.645 0.1990
C 3.70812 -4.61479 0.55937 -0.066 0.347 0.258 -0.1812
C -0.87090 1.77754 -1.64106 0.639 0.574 0.075 -0.1757
C -2.17119 2.77530 -1.62032 -0.337 -0.835 -0.596 -0.3438
C -9.61711 -2.55541 -0.70846 -0.313 -0.228 0.072 -0.0166
C 5.17886 5.22729 -1.54778 -0.074 0.301 0.197 -0.2449
C -5.16324 -1.32444 -0.46526 0.470 -0.782 0.259 -0.6152
C 11.54986 -2.19427 0.71339 0.027 -0.405 -0.115 0.1371
H 5.07781 5.27874 -0.46099 0.059 -0.143 -0.288 0.2180
H 4.84184 6.16599 -1.99442 0.108 -0.315 0.010 0.3035
H -4.92695 -2.03111 0.45506 -0.460 1.611 -1.823 0.2700
H 1.65342 -3.26621 9.38789 0.254 0.025 -0.230 0.2604
H 8.89512 1.14614 -0.59661 -0.262 0.029 0.220 0.2151
H -5.20010 1.46728 -2.20524 1.468 -0.273 1.946 0.3211
H -0.26436 -1.35260 3.86349 -0.171 -0.260 0.057 0.1550
H -2.03535 -1.45992 4.07885 0.232 -0.217 0.029 -0.0620
H 10.75234 -2.79795 0.27321 0.148 0.253 0.179 -0.1265
H -4.15407 3.16329 -0.68058 1.535 -1.704 0.153 0.2094
H -1.17433 0.62524 -1.57053 0.503 2.526 -0.093 -0.0993
H -6.02937 0.66740 0.18362 2.423 -0.481 0.127 0.2642
H -0.31660 1.91797 -2.68827 -1.277 -0.304 2.207 0.3402
H 7.44145 -6.21996 -0.52415 0.344 0.018 -0.052 -0.1469
H -2.58107 2.81151 -2.74118 0.627 -0.128 2.443 0.1336
H 1.28805 -2.94175 7.66873 0.338 -0.039 0.090 -0.2185
H -1.91149 3.90686 -1.35956 -0.372 -2.656 -0.246 0.0926
H -14.39565 -2.99674 -0.15546 0.319 -0.022 0.116 0.2660
H 4.23912 -3.66254 0.63169 -0.083 -0.285 -0.117 0.2310
H -1.33717 9.33412 -3.26514 0.316 0.125 -0.003 0.2858
H 1.48376 0.81940 -2.03142 0.171 1.261 2.328 -0.4508
H -5.16492 -0.37894 -4.76383 0.317 0.050 -0.030 0.2302
H -6.26951 -1.58248 -0.81271 2.499 0.899 0.799 -0.0550
H -10.25321 -2.54617 0.17993 0.447 -0.025 -0.309 -0.0034
H -4.30115 -0.77154 -6.27844 0.157 0.136 0.269 0.3492
H 8.77796 0.33173 0.98999 -0.211 0.214 -0.126 0.1426
H -2.50273 -0.49132 6.74262 -0.300 0.290 -0.069 0.0330
H 3.16166 -2.62700 -4.07855 -0.227 0.198 -0.092 0.2213
H 3.27882 -1.81259 -5.66515 -0.261 0.041 0.212 0.3452
H 0.03295 -1.79369 -1.24665 1.913 -0.176 1.079 0.1253
H -0.01214 6.19527 0.84333 0.149 -0.097 -0.284 0.3120
H 1.23912 7.23124 0.09806 -0.108 -0.273 -0.151 0.3021
H 1.94062 -2.04059 -1.40601 -2.042 0.123 1.517 0.0737
H 0.09121 8.34116 -3.67509 0.025 0.329 0.090 0.1916
H 0.90267 -2.97477 -0.04042 0.345 2.562 -1.160 0.2543
H 0.46606 3.30872 -0.40389 -0.823 -2.989 -0.515 -1.0284
H 2.50760 2.21375 -1.24575 -1.904 -1.835 0.622 -0.5803
H 2.98786 -4.69852 1.37695 0.167 -0.098 -0.265 0.2865
H -4.43194 -1.63952 -1.34795 -1.480 0.759 1.937 0.1913
H -4.19076 -0.79668 6.24102 0.116 0.297 0.032 0.3052
H 12.51116 -2.69452 0.57342 -0.217 0.246 0.089 0.3087
H -0.02954 1.78085 0.59244 0.531 0.396 -2.153 0.1924
H -3.68816 0.36452 -2.01088 -1.576 1.352 1.161 -0.1636
H 8.22006 -6.79232 -2.02763 0.191 0.122 0.260 0.2890
H -14.03027 -3.32121 1.56370 0.250 0.039 -0.236 0.2729
H 2.63956 0.94599 0.80018 -0.970 -0.823 -0.608 0.3459
H -10.23120 -2.70274 -1.60032 0.252 0.062 0.200 0.3219
```
Forces are in eV/Å.

LUMO energy: 0.3 eV
Spin multiplicity: 1
Charge: 0

***

Entry 2:
This record from the OMol25 dataset describes the ion C2H4ClN2 with charge +1 at a distorted geometry. The level of theory is ωB97M-V/def2-TZVPD.

```
9
Properties=species:S:1:pos:R:3:forces:R:3:nbo_charge:R:1
Cl 1.00609 2.57440 -2.32725 0.202 -1.311 1.044 0.2777
N 0.34737 0.76741 -0.30799 -0.076 1.707 -1.129 -0.1313
N 1.83822 1.02323 -0.00581 -0.473 1.599 1.472 -0.3606
C -0.64317 -0.22818 -0.23294 -0.510 -2.234 1.308 -0.4659
C 1.05034 1.46194 -1.06626 0.147 1.107 -0.764 0.4735
H -0.35229 -0.95984 -1.01807 -1.074 0.440 0.034 0.2517
H -1.70059 0.21833 -0.22903 1.716 -0.854 -0.112 0.2949
H -0.37280 -0.81236 0.70026 -1.048 0.850 -0.697 0.2686
H 2.33180 0.16765 -0.02168 1.116 -1.304 -1.157 0.3913
```
Forces are in eV/Å.

LUMO energy: -5.7 eV
Energy relative to the best compared isomer or geometry (same formula, charge and spin): 79.2 kcal per mole
Spin multiplicity: 1
SMILES: CN1[NH+]=C1Cl
Charge: +1

***

Entry 3:
This record from the OMol25 dataset describes a cluster of 2 separate species, CHN2O3 in total at a distorted geometry. The level of theory is ωB97M-V/def2-TZVPD.

```
7
Properties=species:S:1:pos:R:3:forces:R:3:nbo_charge:R:1
O -0.04963 -0.64108 0.06087 -0.589 -1.263 -0.390 -0.6506
O -1.59431 1.27953 0.10985 -0.501 0.478 -0.192 0.0438
O -2.51543 -0.73425 0.13451 -0.621 -0.379 -0.183 0.0648
N 2.13566 0.15868 0.05796 -0.809 -0.078 0.202 -0.6551
N -2.03920 0.26203 0.09221 0.146 0.402 0.424 0.8720
C 1.07492 -0.35515 -0.06396 0.728 0.983 0.872 0.8834
H 2.98799 0.03025 -0.39143 1.647 -0.144 -0.733 0.4417
```
Forces are in eV/Å.

LUMO energy: -7.0 eV
Energy relative to the best compared isomer or geometry (same formula, charge and spin): 45.2 kcal per mole
Spin multiplicity: 1
Charge: +1

***

Entry 4:
This record from the OMol25 dataset describes a structure of composition C3H4O2 at a distorted geometry. The level of theory is ωB97M-V/def2-TZVPD.

```
9
Properties=species:S:1:pos:R:3:forces:R:3:nbo_charge:R:1
O -0.96181 -1.17910 -1.19271 2.068 1.465 -1.388 -0.6453
O 0.53114 1.07154 0.83097 0.327 0.256 0.700 -0.4976
C -0.44239 -0.29726 -0.29950 -0.497 0.864 2.094 0.0999
C 0.64229 -0.37982 0.72617 0.172 -0.105 0.433 -0.1139
C -0.49165 1.02155 -0.10465 -0.216 0.201 -0.014 0.0392
H -0.21877 -0.60319 -1.66071 -1.857 -2.561 -1.826 0.5151
H 1.66055 -0.68518 0.46201 -0.274 0.039 -0.109 0.1968
H 0.30852 -0.86327 1.64395 0.197 0.077 0.134 0.2011
H -1.02788 1.91473 -0.40554 0.082 -0.235 -0.023 0.2047
```
Forces are in eV/Å.

LUMO energy: 0.7 eV
Energy relative to the best compared isomer or geometry (same formula, charge and spin): 87.7 kcal per mole
Spin multiplicity: 1
Charge: 0

***

Per-record frontier orbital gap, eV: 9.45; 9.95; 8.82; 9.39